# C6H10N

A 2-piece molecular cluster, C6H10N overall in a non-equilibrium geometry (wB97M-V/def2-TZVPD, the OMol25 dataset).

Geometry as ORCA input:
```
! RIJCOSX wB97M-V def2-TZVPD def2/J DEFGRID3
* xyz 1 3
C 1.94 -1.79 -0.95
C 2.32 -0.93 -1.74
C -1.38 -0.80 0.17
C -0.73 -0.15 1.04
C -0.41 0.31 2.35
C -0.77 1.50 -0.95
N -0.32 0.23 -0.35
H 1.68 -2.56 -0.36
H 2.79 -0.29 -2.52
H -1.93 -1.43 -0.42
H -0.48 -0.66 2.83
H -1.07 0.89 2.89
H 0.65 0.59 2.45
H -1.43 1.15 -1.85
H -1.26 2.16 -0.36
H -0.01 2.13 -1.36
H 0.40 -0.36 -0.86
*
```

The energy above the lowest of the compared OMol25 structures with the same formula, charge and spin comes out at 171.0 kcal per mole. Its largest force on an atom is 0.2178 hartree/bohr. The calculation puts the HOMO energy (alpha / beta) at -0.3898 / -0.5473 hartree. Its molar mass is 96.2 g mol⁻¹. Its frontier orbital gap (alpha / beta) is 8.02 / 7.23 eV.

Charges per atom according to natural (NBO) partitioning, unit e: atom 1 (C): -0.25, atom 2 (C): -0.22, atom 3 (C): 0.05, atom 4 (C): 0.20, atom 5 (C): -0.68, atom 6 (C): -0.42, atom 7 (N): -0.46, atom 8 (H): 0.24, atom 9 (H): 0.28, atom 10 (H): 0.25, atom 11 (H): 0.27, atom 12 (H): 0.26, atom 13 (H): 0.27, atom 14 (H): 0.23, atom 15 (H): 0.24, atom 16 (H): 0.25, atom 17 (H): 0.49